This record from the OMol25 dataset describes a gas-phase ion, C5H6N (charge +1) at a distorted geometry. The level of theory is ωB97M-V with the def2-TZVPD basis set.

Net charge: +1
Calculated total energy: -248.46229 hartree
Frontier orbital gap: 8.2 eV
HOMO level: -15.70 eV
2S+1: 1

```
12
Properties=species:S:1:pos:R:3:forces:R:3
C 0.6392 -1.4076 -0.3442 -1.66 -1.53 1.05
C -0.5161 -0.5029 0.2227 2.36 -0.77 -1.59
C -1.8115 -0.6657 0.1726 -4.13 -1.01 0.23
C 1.4787 0.4693 0.2321 1.72 3.84 -2.03
C 0.0356 0.7516 0.4410 3.69 -2.59 -0.89
N 1.7865 -0.8549 -0.2973 -1.71 0.73 0.88
H 0.4112 -2.5060 -0.6087 0.64 1.92 0.20
H -2.3475 -1.5523 -0.2310 0.66 0.53 0.31
H -2.4759 0.0774 0.6480 0.35 -0.26 -0.52
H 1.6422 1.3172 -0.6825 -0.09 -2.00 1.73
H 2.2257 0.9125 0.9449 -0.62 -0.44 -0.41
H -0.2932 1.7076 0.1758 -1.21 1.59 1.05
```
Forces are in eV/Å.

---

This record from the OMol25 dataset describes 6 unconnected molecules or ions with the total composition C6H24N12O6 at a distorted geometry. The level of theory is ωB97M-V with the def2-TZVPD basis set.

SMILES: NC(N)=O.NC(N)=O.NC(N)=O.NC(N)=O.NC(N)=O.NC(N)=O
Calculated total energy: -1351.72753 hartree
Frontier orbital gap: 8.4 eV
HOMO level: -8.82 eV
2S+1: 1

```
48
Properties=species:S:1:pos:R:3:forces:R:3
N 9.7737 3.0006 21.0226 0.06 0.62 0.03
C 11.0619 2.9617 20.5022 -1.77 -1.28 -0.38
N 11.1196 3.4628 19.2234 1.23 -0.07 0.18
O 11.9679 2.3953 21.0685 0.42 0.69 -0.03
H 9.5856 2.4955 21.8687 0.24 -0.15 0.00
H 9.0039 3.0777 20.3822 -0.04 0.03 0.05
H 10.3729 3.8585 18.6884 -0.20 -0.03 0.19
H 12.0246 3.3620 18.7934 -0.13 0.12 -0.24
N 14.3806 7.1840 20.4077 -1.29 -0.72 -0.83
C 13.3948 6.7733 19.5418 -0.33 2.10 0.59
N 12.2794 6.2795 20.1801 0.52 -0.27 -0.33
O 13.3924 7.0398 18.3472 0.26 -0.92 -0.13
H 14.2473 6.9112 21.3665 0.72 0.45 -0.16
H 15.0853 7.7812 20.0230 0.34 -0.12 0.31
H 11.5539 5.9407 19.5816 -0.24 -0.04 0.20
H 12.1523 6.3949 21.1676 -0.10 -0.21 -0.03
N 15.5245 9.4041 23.3371 -0.66 -0.87 1.16
C 16.3855 8.9530 24.3388 1.11 1.24 -0.85
N 15.7934 8.6873 25.5410 0.16 -0.07 -0.37
O 17.5974 8.9594 24.1996 -0.41 0.06 0.22
H 14.6862 8.8458 23.2956 -0.23 0.47 -0.53
H 15.8826 9.8330 22.5072 0.33 -0.44 -0.18
H 16.4631 8.5592 26.2774 -0.27 -0.49 0.18
H 14.8377 8.3923 25.5972 -0.02 0.11 0.33
N 12.3652 7.7084 24.4581 0.86 -0.71 -0.79
C 13.2347 6.6370 24.3080 -1.07 1.21 1.85
N 13.5021 6.0529 25.5163 0.65 -1.03 -0.83
O 13.7758 6.3666 23.2461 -2.84 0.78 0.85
H 11.7561 7.7077 25.2544 -0.25 0.29 -0.12
H 12.0923 8.1345 23.5882 -0.38 0.15 0.19
H 14.0251 5.1904 25.4851 0.14 0.06 -0.09
H 12.9355 6.1584 26.3376 -0.21 0.29 -0.14
N 14.3534 4.1485 21.5370 -0.04 -0.03 0.47
C 15.6628 4.4567 21.7734 1.00 1.32 -0.85
N 15.8817 5.5376 22.6084 1.25 -0.87 -0.03
O 16.5997 3.9261 21.1983 -0.29 -0.54 0.14
H 14.1461 3.7642 20.6344 -0.04 -0.34 0.13
H 13.6583 4.7377 21.9624 -0.01 -0.27 -0.20
H 15.1344 6.1828 22.8030 1.32 -0.55 0.02
H 16.8312 5.8613 22.5983 0.17 -0.08 -0.06
N 12.7498 5.0846 15.9292 0.05 0.17 0.60
C 13.4959 4.3689 15.0516 0.88 -1.14 -0.64
N 12.7975 3.4045 14.3466 -0.80 0.40 0.15
O 14.6993 4.4971 14.9072 -0.32 0.25 0.17
H 13.2433 5.5800 16.6578 -0.13 0.40 -0.13
H 11.7517 5.1389 15.8858 -0.03 -0.02 -0.06
H 13.2621 2.7878 13.7098 0.36 0.13 0.06
H 11.9060 3.1047 14.6975 0.01 -0.07 -0.08
```
Forces are in eV/Å.

---

This record from the OMol25 dataset describes a molecular structure, C5H9NO. The level of theory is ωB97M-V with the def2-TZVPD basis set.

Calculated total energy: -325.80984 hartree
Frontier orbital gap: 10.3 eV
HOMO level: -9.53 eV
2S+1: 1

```
16
Properties=species:S:1:pos:R:3:forces:R:3
C -1.8533 0.0164 0.5635 0.05 -0.07 0.03
C -0.6627 0.3558 -0.3127 -0.37 0.04 -0.05
N 0.4298 1.1910 0.3435 -0.03 0.25 0.07
C 0.9617 -0.1105 0.9377 0.16 -0.22 0.39
C 0.6221 -0.5036 -0.4901 0.00 0.07 -0.02
O 0.8231 -1.7292 -1.0992 -0.26 -0.08 -0.04
C 1.2732 0.8275 -0.8681 0.25 0.17 -0.28
H -2.4604 0.9180 0.7100 0.13 -0.15 -0.07
H -2.4881 -0.7381 0.0871 0.08 0.08 0.04
H -1.5675 -0.3419 1.5550 -0.09 -0.02 -0.14
H -1.0169 0.8189 -1.2432 0.11 -0.03 0.14
H 0.3734 -0.5459 1.7466 0.05 0.21 -0.03
H 2.0231 -0.0927 1.1943 -0.10 0.16 0.02
H 0.2496 -2.3569 -0.6410 0.13 -0.10 -0.16
H 0.9521 1.3109 -1.7963 0.00 -0.06 0.16
H 2.3409 0.9802 -0.6872 -0.12 -0.23 -0.06
```
Forces are in eV/Å.

---

This record from the OMol25 dataset describes a molecular structure, C23H39Cl3EuN3O3SSi at a distorted geometry. The level of theory is ωB97M-V with the def2-TZVPD basis set.

Net charge: -1
Calculated total energy: -4068.56975 hartree
Frontier orbital gap (alpha / beta): 2.5 / 6.9 eV
HOMO level (alpha / beta): -0.47 / -4.85 eV
Expectation value of S²: 15.7705
2S+1: 8

```
74
Properties=species:S:1:pos:R:3:forces:R:3
C -2.4814 2.7948 -2.3727 -1.06 -0.83 0.05
C -1.2543 3.3070 -2.9962 1.69 1.41 -0.89
H -3.0917 3.5999 -1.9734 -0.16 0.02 0.04
H -2.2444 2.1026 -1.5462 -0.09 0.23 -0.27
H -3.1184 2.2182 -3.1042 0.59 0.49 0.62
C -1.0441 4.5653 -3.4608 -0.48 -1.73 0.72
C -2.0445 5.6549 -3.4546 -0.07 1.31 -0.28
H -0.0788 4.7963 -3.8771 0.16 -0.01 -0.17
H -2.6508 5.6653 -2.5514 -0.10 -0.02 0.06
H -2.7307 5.5845 -4.3133 0.14 -0.02 0.19
H -1.5491 6.6564 -3.5362 -0.39 -0.80 0.10
Eu -1.5162 -3.1588 3.2967 -0.66 -0.80 0.65
Cl -2.3906 -5.1794 2.2666 -0.96 -2.37 -1.49
Cl -2.4139 -1.6588 1.4702 -0.61 1.39 -1.57
C 0.2045 -3.5250 0.8890 -2.07 0.42 5.67
O 0.3365 -3.3515 2.1733 1.25 -0.15 -4.26
N 1.2438 -3.6001 0.1786 3.42 -0.17 -2.84
C 2.5504 -3.1253 0.6399 0.09 0.23 0.17
C 1.1880 -4.1549 -1.1566 -0.35 0.13 -0.65
H -0.7912 -3.5995 0.4261 0.30 -0.31 0.17
H 2.5237 -3.0175 1.7293 0.00 -0.08 -0.35
H 2.7795 -2.1378 0.1798 -0.23 -0.58 0.20
H 3.3373 -3.8284 0.3469 -0.22 0.04 0.08
H 0.1717 -4.5398 -1.3353 0.43 0.13 0.01
H 1.9055 -4.9823 -1.2644 -0.23 0.25 0.14
H 1.4163 -3.3885 -1.9108 0.01 -0.18 0.11
H -3.5640 1.1346 4.4190 0.35 -0.24 0.36
H -1.4076 1.3097 2.8190 0.19 0.01 0.19
C -2.8682 0.9134 5.2526 -0.34 0.44 0.32
C -0.9054 1.3198 3.7991 0.04 -0.02 -0.78
N -1.6002 0.4604 4.7302 -0.38 1.26 0.14
H -3.3131 0.1356 5.8823 0.10 0.13 -0.23
C -1.2107 -0.7630 4.9501 2.51 -2.52 -1.88
O -0.4715 -1.4034 4.1009 -0.21 3.29 3.20
H 0.1279 0.9606 3.6692 -0.49 0.12 0.06
H -1.4601 -1.2224 5.9024 -0.43 -0.14 -0.10
H -2.7255 1.8282 5.8403 -0.10 -0.06 -0.05
H -0.9012 2.3507 4.1880 -0.03 -0.36 -0.02
O 0.7463 2.4007 -1.9391 -0.29 0.06 -0.12
C -0.0860 2.3171 -3.0954 -0.06 -0.10 0.26
C 1.9332 3.2389 -4.3211 -0.04 -0.15 -0.03
C 0.7289 2.5383 -4.3478 0.04 -0.22 -0.39
H 2.3081 3.6149 -3.3660 -0.12 -0.15 -0.32
C 2.6441 3.4440 -5.5045 -0.13 -0.04 0.10
H -0.5295 1.3082 -3.1471 0.07 0.10 -0.08
C 0.2351 2.0491 -5.5689 0.33 0.30 0.55
H 3.5829 3.9884 -5.4695 -0.08 -0.05 -0.07
C 2.1546 2.9548 -6.7105 0.17 0.10 -0.02
C 0.9494 2.2587 -6.7356 -0.15 -0.11 -0.23
H -0.7157 1.5205 -5.5736 0.14 0.02 -0.08
H 2.7138 3.1168 -7.6323 -0.14 -0.06 0.22
H 0.5581 1.8702 -7.6746 0.13 0.10 0.14
Si 1.4141 1.0956 -1.1363 -0.33 0.09 -0.03
Cl -3.4212 -2.7783 4.7781 -2.26 0.75 1.71
C 2.8307 1.8217 -0.1930 0.68 0.38 0.38
C 2.0068 -0.1804 -2.3657 0.31 -0.42 -0.53
C 0.1879 0.3315 0.0214 -0.36 -0.22 0.31
H 3.4284 2.5139 -0.8142 -0.23 -0.30 0.19
H 3.5147 1.0385 0.1821 -0.28 0.26 -0.12
H 2.4770 2.3953 0.6838 0.10 -0.24 -0.36
H -0.1767 1.0546 0.7790 0.19 -0.35 -0.40
H 0.6343 -0.5152 0.5835 -0.25 0.36 -0.23
H -0.7059 -0.0688 -0.4960 0.39 0.12 0.29
H 2.6019 0.2715 -3.1839 -0.27 -0.16 0.37
H 1.1745 -0.7404 -2.8347 0.30 0.27 0.21
H 2.6574 -0.9274 -1.8689 -0.29 0.32 -0.17
S 0.8830 -5.6246 6.6947 -0.54 -0.31 0.06
C -0.8152 -6.2125 6.5342 1.13 1.35 -0.79
C -1.4573 -5.5017 5.5769 2.66 1.25 -0.12
N -0.6540 -4.5045 4.9613 -3.87 -1.30 -0.33
C 0.5599 -4.4270 5.4061 2.62 -0.76 1.96
H -1.1959 -6.9938 7.1223 -0.31 -0.80 0.64
H -2.4637 -5.6403 5.2755 -0.65 0.06 -0.34
H 1.3385 -3.7499 5.0835 -0.20 -0.04 -0.07
```
Forces are in eV/Å.

---

This record from the OMol25 dataset describes 2 unconnected molecules or ions with the total composition C5H7NO at a distorted geometry. The level of theory is ωB97M-V with the def2-TZVPD basis set.

Calculated total energy: -324.52011 hartree
Frontier orbital gap (alpha / beta): 9.8 / 9.8 eV
HOMO level (alpha / beta): -10.48 / -10.48 eV
2S+1: 1

```
14
Properties=species:S:1:pos:R:3:forces:R:3
C -2.7915 -0.1646 0.2048 4.41 2.39 0.51
C -0.6908 0.9723 0.3744 -0.18 -3.04 -3.33
C 0.4099 0.1532 -0.2155 -0.21 1.10 2.75
C 0.0264 -1.1990 -0.6174 0.19 -0.38 2.31
C 1.7957 0.5690 0.2982 -2.45 -0.86 0.78
N -3.8570 -0.5590 0.1351 -1.98 -0.87 -0.16
O -0.2056 1.2519 -0.8282 -1.87 1.64 -0.72
H -0.8587 1.6492 1.1162 -0.93 1.70 1.84
H 0.8863 -1.7239 -0.3285 1.39 -1.49 -0.29
H -0.1480 -1.2656 -1.6458 -0.77 -0.48 -1.36
H -0.7103 -1.5579 0.1371 -0.09 0.10 -1.47
H 2.1127 -0.2217 0.9347 0.75 -0.75 0.40
H 1.6059 1.4074 0.9739 0.71 0.35 -0.60
H 2.4250 0.6887 -0.5390 1.03 0.59 -0.66
```
Forces are in eV/Å.

---

This record from the OMol25 dataset describes a gas-phase ion, C6H10NO (charge +1) at a distorted geometry. The level of theory is ωB97M-V with the def2-TZVPD basis set.

SMILES: C=C1OC[N@@H+](C)C1=C
Net charge: +1
Calculated total energy: -364.25646 hartree
Frontier orbital gap: 9.4 eV
HOMO level: -13.44 eV
2S+1: 1

```
18
Properties=species:S:1:pos:R:3:forces:R:3
C -2.6645 0.1716 -0.5026 -1.55 1.18 -0.52
C -1.5149 -0.2303 -0.0492 -0.17 -0.74 -0.30
O -1.1655 -1.5894 0.1132 0.04 1.18 -1.08
C 0.0816 -1.5984 0.7550 -0.33 -2.66 0.55
N 0.7192 -0.3098 0.3694 3.18 -0.80 1.76
C 1.4995 -0.3099 -0.8851 -0.52 0.64 -2.54
C -0.4033 0.5857 0.2954 0.72 -1.37 0.02
C -0.1127 1.7958 0.5701 -0.15 3.72 -0.21
H -3.3873 -0.6052 -0.6340 -0.63 -0.06 -0.36
H -2.9322 1.2450 -0.7318 0.51 -1.52 0.46
H 0.6888 -2.6086 0.3500 -1.48 2.96 1.70
H -0.2686 -1.4477 1.8309 1.74 -0.90 -0.76
H 1.4041 0.0378 1.1080 -1.28 -0.79 -0.76
H 0.8621 -0.8213 -1.6672 1.13 0.04 0.87
H 1.4967 0.7347 -1.2382 0.14 -0.34 0.28
H 2.5723 -0.5930 -0.8268 -1.06 -0.51 0.36
H 0.8504 2.1383 0.8775 0.74 -0.26 0.15
H -0.7156 2.6373 0.3178 -1.02 0.24 0.36
```
Forces are in eV/Å.

---

This record from the OMol25 dataset describes C5H7NO in the gas phase at a distorted geometry. The level of theory is ωB97M-V with the def2-TZVPD basis set.

SMILES: C[C@H]1CC=NC1=O
Calculated total energy: -324.66809 hartree
Frontier orbital gap: 10.0 eV
HOMO level: -9.61 eV
2S+1: 1

```
14
Properties=species:S:1:pos:R:3:forces:R:3
C 1.1771 -1.1101 -0.6326 0.09 0.06 -0.10
C -0.1819 -0.4597 -0.3908 0.14 0.21 0.11
C -0.4914 -0.1379 1.0588 0.55 0.45 0.14
C -1.0416 1.2227 1.0156 -1.04 0.48 -0.33
N -0.7901 1.8926 -0.0503 -0.68 0.07 -0.20
C -0.3069 0.9491 -1.0147 0.08 -0.11 -0.50
O -0.0411 1.2122 -2.1574 -0.03 0.06 0.43
H 1.2022 -2.1492 -0.2813 -0.08 0.24 -0.07
H 1.9608 -0.5578 -0.1031 -0.06 -0.06 -0.11
H 1.4058 -1.0932 -1.7003 0.01 -0.04 0.09
H -0.9611 -1.0816 -0.8670 0.09 0.24 0.40
H -0.8850 -0.9348 1.7175 0.45 0.89 -0.09
H 0.3309 0.5966 1.4437 0.71 -2.83 0.62
H -1.3776 1.6512 1.9620 -0.23 0.36 -0.41
```
Forces are in eV/Å.

---

This record from the OMol25 dataset describes 9 unconnected molecules or ions with the total composition H22N3O9S at a distorted geometry. The level of theory is ωB97M-V with the def2-TZVPD basis set.

Net charge: +1
Calculated total energy: -1252.55788 hartree
Frontier orbital gap: 6.9 eV
HOMO level: -10.70 eV
2S+1: 1

```
35
Properties=species:S:1:pos:R:3:forces:R:3
N -0.6573 -0.1671 -0.6244 -0.99 -0.06 -0.76
H -0.3703 -0.2251 0.3422 0.72 0.49 1.41
H -1.6060 0.1548 -0.7527 -0.26 -0.09 -0.10
H -0.5895 -1.1311 -0.9180 0.27 -0.57 -1.08
H -0.0421 0.4646 -1.1168 0.68 -0.57 -0.29
N 3.1712 1.7887 0.6208 0.19 0.08 0.44
H 3.3882 1.2816 1.4669 -0.44 -0.89 1.58
H 3.2845 2.7677 0.8419 0.49 0.37 -0.43
H 2.1865 1.6053 0.4913 -0.49 -0.49 -0.39
H 3.7796 1.3596 -0.0618 -0.03 0.42 -0.69
N -2.0568 -0.6295 3.0033 -1.81 0.27 1.13
H -1.9876 -1.4633 3.5691 0.01 -0.57 0.03
H -2.2038 0.1478 3.6312 0.24 0.39 0.40
H -2.8589 -0.6247 2.3895 -0.20 -0.49 -0.16
H -1.1967 -0.4881 2.4931 2.54 0.28 -1.14
S 1.5288 -0.6311 2.1990 4.44 -2.10 1.57
O 2.3164 -0.9993 1.0228 0.54 -0.36 -1.29
O 2.2117 0.4842 2.8023 0.59 2.89 0.66
O 0.2227 -0.2369 1.7212 -4.70 1.41 -0.41
O 1.4528 -1.7018 3.1408 -1.24 -1.31 0.76
O -1.4463 0.4654 -3.6295 0.35 0.06 -0.05
H -1.5120 1.2948 -3.1562 -0.05 0.23 -0.13
H -2.3155 0.0731 -3.5482 -0.21 -0.25 -0.03
O -0.6843 -2.7098 -1.4885 -0.33 -0.20 0.03
H -1.5308 -3.1416 -1.3739 -0.26 -0.20 -0.02
H -0.1013 -3.4030 -1.7982 0.47 -0.04 -0.09
O 0.5734 2.0446 -1.0523 0.37 0.59 0.15
H 1.2009 2.5475 -1.5715 0.20 0.14 -0.39
H -0.2832 2.3648 -1.3351 -0.22 0.44 0.04
O -3.2617 0.1753 -1.4175 -0.12 0.02 0.07
H -3.7436 -0.1070 -0.6402 -0.44 -0.19 0.10
H -3.6863 0.9922 -1.6795 -0.32 0.31 -0.17
O 1.9854 -0.8690 -1.4413 -0.43 0.54 -2.05
H 2.0345 -1.0891 -0.5110 0.24 -0.31 1.52
H 2.7976 -0.3945 -1.6188 0.18 -0.21 -0.21
```
Forces are in eV/Å.